This record from the OMol25 dataset describes a 11-piece molecular cluster, C30H79N3O10P overall in a non-equilibrium geometry. The level of theory is ωB97M-V/def2-TZVPD.

Last columns: bonded neighbours and bond lengths (Å).
Geometry (Å):
1 C 0.39 3.99 -1.15  C2 1.552, H15 1.090, H16 1.098, H17 1.090
2 C 1.20 2.76 -0.67  C1 1.552, P3 1.840, H18 1.088, H19 1.095
3 P -0.04 1.50 -0.17  C2 1.840, C4 1.850, C6 1.874
4 C -1.32 1.23 -1.47  P3 1.850, C5 1.568, H20 1.095, H21 1.088
5 C -0.83 1.43 -2.95  C4 1.568, H22 1.091, H23 1.090, H24 1.095
6 C 0.78 -0.14 0.20  P3 1.874, C7 1.404, N11 1.317
7 C 0.70 -1.11 -0.81  C6 1.404, C8 1.379, H25 1.081
8 C 1.23 -2.35 -0.56  C7 1.379, C9 1.417, H26 1.089
9 C 1.78 -2.43 0.74  C8 1.417, N10 1.296, H27 1.089
10 N 1.89 -1.52 1.66  C9 1.296, N11 1.327
11 N 1.37 -0.33 1.37  C6 1.317, N10 1.327, C12 1.495
12 C 1.53 0.67 2.47  N11 1.495, N13 1.435, H28 1.094, H29 1.092
13 N 2.93 0.83 2.74  C12 1.435, C14 1.461, H30 1.011
14 C 3.59 1.76 1.84  N13 1.461, H31 1.096, H32 1.089, H33 1.100
15 H 0.92 4.93 -0.97  C1 1.090
16 H -0.55 4.04 -0.59  C1 1.098
17 H 0.10 3.91 -2.20  C1 1.090
18 H 1.76 3.07 0.21  C2 1.088
19 H 1.87 2.45 -1.48  C2 1.095
20 H -1.67 0.20 -1.36  C4 1.095
21 H -2.14 1.91 -1.23  C4 1.088
22 H 0.23 1.67 -3.00  C5 1.091
23 H -1.46 2.20 -3.40  C5 1.090
24 H -0.96 0.48 -3.46  C5 1.095
25 H 0.24 -0.90 -1.77  C7 1.081
26 H 1.21 -3.16 -1.29  C8 1.089
27 H 2.19 -3.40 1.02  C9 1.089
28 H 1.10 0.17 3.35  C12 1.094
29 H 0.95 1.58 2.32  C12 1.092
30 H 3.07 1.05 3.71  N13 1.011
31 H 3.26 1.53 0.82  C14 1.096
32 H 4.68 1.64 1.85  C14 1.089
33 H 3.30 2.80 2.04  C14 1.100
34 C 7.12 0.39 4.32  C35 1.517, H37 1.092, H38 1.090, H39 1.093
35 C 6.07 0.69 5.36  C34 1.517, O36 1.430, H40 1.089, H41 1.094
36 O 4.76 0.45 4.85  C35 1.430, H42 0.963
37 H 6.96 1.00 3.43  C34 1.092
38 H 8.13 0.58 4.70  C34 1.090
39 H 7.07 -0.66 4.00  C34 1.093
40 H 6.12 1.74 5.66  C35 1.089
41 H 6.22 0.08 6.25  C35 1.094
42 H 4.71 -0.47 4.60  O36 0.963
43 C -2.05 -4.57 1.21  C44 1.516, H46 1.089, H47 1.091, H48 1.095
44 C -2.74 -3.36 0.62  C43 1.516, O45 1.430, H49 1.090, H50 1.097
45 O -2.59 -2.23 1.48  C44 1.430, H51 0.961
46 H -2.46 -4.80 2.19  C43 1.089
47 H -2.17 -5.44 0.57  C43 1.091
48 H -0.98 -4.38 1.35  C43 1.095
49 H -3.80 -3.55 0.50  C44 1.090
50 H -2.32 -3.11 -0.37  C44 1.097
51 H -1.64 -2.06 1.58  O45 0.961
52 C -2.42 2.27 5.52  C53 1.516, H55 1.090, H56 1.090, H57 1.092
53 C -1.36 1.47 4.79  C52 1.516, O54 1.430, H58 1.090, H59 1.095
54 O -0.24 2.29 4.46  C53 1.430, H60 0.963
55 H -2.75 3.11 4.91  C52 1.090
56 H -3.29 1.65 5.76  C52 1.090
57 H -2.02 2.69 6.45  C52 1.092
58 H -1.76 1.08 3.86  C53 1.090
59 H -1.02 0.63 5.41  C53 1.095
60 H 0.12 2.63 5.28  O54 0.963
61 C -6.02 -1.93 -1.53  C62 1.518, H64 1.091, H65 1.091, H66 1.094
62 C -6.68 -1.45 -0.25  C61 1.518, O63 1.427, H67 1.089, H68 1.095
63 O -6.29 -2.26 0.86  C62 1.427, H69 0.962
64 H -6.29 -2.96 -1.73  C61 1.091
65 H -6.32 -1.31 -2.38  C61 1.091
66 H -4.93 -1.88 -1.44  C61 1.094
67 H -7.76 -1.51 -0.33  C62 1.089
68 H -6.41 -0.41 -0.04  C62 1.095
69 H -5.34 -2.20 0.95  O63 0.962
70 C 5.67 4.31 -3.29  C71 1.516, H73 1.091, H74 1.091, H75 1.093
71 C 4.59 3.56 -2.53  C70 1.516, O72 1.435, H76 1.091, H77 1.090
72 O 3.48 3.26 -3.39  C71 1.435, H78 0.962
73 H 5.26 5.24 -3.70  C70 1.091
74 H 6.51 4.55 -2.65  C70 1.091
75 H 6.03 3.71 -4.14  C70 1.093
76 H 4.22 4.16 -1.70  C71 1.091
77 H 4.99 2.63 -2.12  C71 1.090
78 H 3.82 2.72 -4.11  O72 0.962
79 C -5.36 4.19 -0.10  C80 1.516, H82 1.090, H83 1.091, H84 1.093
80 C -4.27 3.39 -0.78  C79 1.516, O81 1.428, H85 1.090, H86 1.097
81 O -3.18 4.23 -1.15  C80 1.428, H87 0.963
82 H -5.72 4.98 -0.76  C79 1.090
83 H -6.20 3.56 0.18  C79 1.091
84 H -4.98 4.68 0.81  C79 1.093
85 H -4.65 2.93 -1.69  C80 1.090
86 H -3.90 2.60 -0.11  C80 1.097
87 H -2.83 4.63 -0.35  O81 0.963
88 C -2.45 0.04 -6.49  C89 1.517, H91 1.092, H92 1.091, H93 1.093
89 C -3.83 -0.03 -5.87  C88 1.517, O90 1.428, H94 1.089, H95 1.094
90 O -3.76 0.09 -4.45  C89 1.428, H96 0.962
91 H -1.81 -0.76 -6.10  C88 1.092
92 H -2.50 -0.06 -7.58  C88 1.091
93 H -1.96 0.99 -6.25  C88 1.093
94 H -4.30 -0.98 -6.10  C89 1.089
95 H -4.46 0.78 -6.27  C89 1.094
96 H -3.36 0.94 -4.25  O90 0.962
97 C -6.01 -4.50 4.48  C98 1.517, H100 1.090, H101 1.091, H102 1.093
98 C -4.83 -5.33 4.02  C97 1.517, O99 1.426, H103 1.089, H104 1.097
99 O -4.99 -5.75 2.67  C98 1.426, H105 0.963
100 H -6.93 -5.07 4.39  C97 1.090
101 H -5.89 -4.19 5.52  C97 1.091
102 H -6.12 -3.61 3.86  C97 1.093
103 H -4.73 -6.23 4.63  C98 1.089
104 H -3.90 -4.76 4.10  C98 1.097
105 H -5.07 -4.96 2.13  O99 0.963
106 C 8.84 1.77 -1.38  C107 1.516, H109 1.091, H110 1.090, H111 1.093
107 C 7.78 2.08 -0.35  C106 1.516, O108 1.431, H112 1.089, H113 1.095
108 O 6.47 1.77 -0.85  C107 1.431, H114 0.963
109 H 8.66 2.34 -2.30  C106 1.091
110 H 9.84 2.02 -1.01  C106 1.090
111 H 8.82 0.72 -1.66  C106 1.093
112 H 7.79 3.14 -0.09  C107 1.089
113 H 7.95 1.50 0.57  C107 1.095
114 H 6.46 0.84 -1.06  O108 0.963
115 C -0.33 -5.73 -4.22  C116 1.515, H118 1.090, H119 1.091, H120 1.092
116 C 0.20 -4.73 -3.21  C115 1.515, O117 1.428, H121 1.091, H122 1.098
117 O 1.58 -4.96 -2.94  C116 1.428, H123 0.962
118 H -0.21 -6.75 -3.84  C115 1.090
119 H -1.39 -5.56 -4.42  C115 1.091
120 H 0.22 -5.67 -5.16  C115 1.092
121 H -0.34 -4.81 -2.27  C116 1.091
122 H 0.09 -3.71 -3.59  C116 1.098
123 H 2.07 -4.88 -3.77  O117 0.962

Results
2S+1 ... 1
M ... 672.95 g mol⁻¹
F_max ... 3.48 eV/Å
Total charge ... +1
Total energy ... -2448.06154 hartree
HOMO energy ... -10.887 eV
Kohn-Sham gap ... 7.0 eV

Here are the Löwdin charges for atoms 1 to 8, given in e: atom 1 (C): -0.135, atom 2 (C): -0.394, atom 3 (P): 1.049, atom 4 (C): -0.367, atom 5 (C): -0.127, atom 6 (C): -0.289, atom 7 (C): -0.017, atom 8 (C): 0.045